Entry 1:
Below is a 10-piece molecular cluster, C30H75N5O25S5 overall in a non-equilibrium geometry, with properties calculated with ωB97M-V with the def2-TZVPD basis set.

```
! RIJCOSX wB97M-V def2-TZVPD def2/J DEFGRID3
* xyz 0 1
C 12.153 16.406 15.176
C 11.597 15.383 16.101
C 11.649 15.841 17.578
O 12.964 15.953 18.029
C 13.643 14.869 18.675
N 10.157 15.215 15.758
H 11.512 17.341 15.155
H 12.087 16.153 14.119
H 13.182 16.598 15.333
H 12.141 14.437 15.929
H 10.973 15.225 18.147
H 11.315 16.872 17.617
H 13.719 14.032 18.026
H 13.228 14.550 19.614
H 14.711 15.236 18.870
H 9.738 14.876 16.613
H 10.163 14.450 15.097
C 22.132 11.364 17.137
C 22.178 10.691 15.731
C 23.584 10.123 15.631
O 23.738 9.662 14.295
C 24.190 8.350 14.215
N 21.260 9.552 15.517
H 23.108 11.843 17.402
H 21.988 10.728 18.013
H 21.482 12.167 17.117
H 22.032 11.477 15.034
H 23.807 9.284 16.349
H 24.284 10.887 15.767
H 23.511 7.600 14.632
H 25.130 8.186 14.653
H 24.197 8.108 13.147
H 21.576 9.053 14.670
H 20.396 9.903 15.146
C 20.791 16.806 19.498
C 19.800 15.868 18.678
C 20.505 14.586 18.236
O 21.722 14.820 17.703
C 21.623 15.453 16.454
N 18.534 15.424 19.370
H 21.028 16.308 20.490
H 20.243 17.662 19.743
H 21.658 17.073 18.893
H 19.496 16.487 17.829
H 19.832 14.003 17.548
H 20.579 13.928 19.071
H 21.205 14.672 15.804
H 22.641 15.664 16.152
H 21.026 16.363 16.443
H 18.878 15.011 20.199
H 18.027 16.277 19.634
C 20.352 14.356 10.048
C 21.084 13.934 11.321
C 21.795 12.550 11.114
O 22.690 12.578 10.050
C 23.259 11.318 9.714
N 21.895 15.066 11.817
H 19.638 13.699 9.633
H 21.146 14.592 9.264
H 19.800 15.237 10.263
H 20.381 13.700 12.044
H 20.954 11.925 10.826
H 22.164 12.239 12.089
H 22.553 10.570 9.339
H 23.956 10.859 10.470
H 23.851 11.586 8.837
H 22.624 15.273 11.113
H 22.389 14.820 12.622
C 17.225 17.538 13.294
C 18.061 17.492 14.547
C 19.152 18.492 14.717
O 20.033 18.246 15.768
C 21.105 19.226 15.787
N 17.246 17.521 15.775
H 16.458 16.798 13.294
H 17.874 17.227 12.456
H 16.793 18.503 13.091
H 18.591 16.546 14.687
H 18.608 19.472 14.826
H 19.742 18.455 13.779
H 21.493 19.144 16.766
H 20.833 20.253 15.634
H 21.912 19.024 15.005
H 17.891 17.490 16.507
H 16.629 18.317 15.887
C 15.044 12.376 10.838
C 15.848 13.353 11.699
O 14.750 14.092 12.349
S 13.438 13.304 12.483
O 12.457 14.003 11.689
O 13.131 12.890 13.795
O 13.904 12.020 11.642
H 15.683 11.496 10.654
H 14.637 12.864 9.940
H 16.382 14.145 11.172
H 16.493 12.897 12.377
C 14.964 8.736 13.331
C 15.287 10.013 14.099
O 16.343 10.572 13.270
S 17.340 9.424 12.744
O 18.451 9.229 13.585
O 17.524 9.676 11.372
O 16.289 8.268 13.001
H 14.358 8.823 12.461
H 14.510 7.973 13.920
H 15.637 9.739 15.106
H 14.475 10.743 14.086
C 19.065 10.197 18.078
C 18.364 9.490 16.962
O 17.101 9.153 17.486
S 16.637 10.099 18.657
O 16.068 9.394 19.731
O 15.863 11.139 18.046
O 18.099 10.721 18.985
H 19.441 11.106 17.646
H 19.805 9.618 18.639
H 18.804 8.635 16.547
H 18.210 10.193 16.179
C 12.393 10.667 18.384
C 11.835 10.698 19.757
O 10.603 11.448 19.637
S 9.914 11.261 18.252
O 9.555 12.535 17.712
O 8.943 10.210 18.339
O 11.246 10.671 17.488
H 12.833 9.728 18.160
H 13.039 11.500 18.100
H 12.404 11.274 20.475
H 11.612 9.758 20.295
C 16.540 14.560 16.836
C 15.765 13.634 15.999
O 16.655 12.621 15.433
S 18.081 13.291 15.250
O 18.304 13.827 13.957
O 19.055 12.387 15.713
O 17.911 14.453 16.305
H 16.680 14.177 17.871
H 16.204 15.574 16.895
H 15.325 14.185 15.199
H 15.035 13.113 16.631
*
```

**Kohn-Sham gap**: 0.343 hartree
**SMILES string**: O=S1(=O)OCCO1.O=S1(=O)OCCO1.O=S1(=O)OCCO1.O=S1(=O)OCCO1.O=S1(=O)OCCO1.COC[C@H](C)N.COC[C@H](C)N.COC[C@H](C)N.COC[C@H](C)N.COC[C@H](C)N

Here are the Mulliken charges for atoms 1 to 99, given in e: number 1, C, carries -1.691; number 2, C, carries 1.427; number 3, C, carries -0.972; number 4, O, carries -0.318; number 5, C, carries 0.029; number 6, N, carries -0.788; number 7, H, carries 0.351; number 8, H, carries 0.347; number 9, H, carries 0.344; number 10, H, carries -0.222; number 11, H, carries 0.468; number 12, H, carries 0.293; number 13, H, carries -0.268; number 14, H, carries 0.486; number 15, H, carries 0.039; number 16, H, carries 0.276; number 17, H, carries 0.362; number 18, C, carries -1.069; number 19, C, carries 1.536; number 20, C, carries -1.058; number 21, O, carries -0.298; number 22, C, carries -0.892; number 23, N, carries -0.565; number 24, H, carries 0.452; number 25, H, carries 0.343; number 26, H, carries -0.305; number 27, H, carries -0.223; number 28, H, carries 0.412; number 29, H, carries 0.413; number 30, H, carries 0.360; number 31, H, carries 0.365; number 32, H, carries 0.256; number 33, H, carries 0.267; number 34, H, carries 0.052; number 35, C, carries -1.761; number 36, C, carries 1.372; number 37, C, carries -0.083; number 38, O, carries -0.564; number 39, C, carries 0.135; number 40, N, carries -0.403; number 41, H, carries 0.354; number 42, H, carries 0.555; number 43, H, carries 0.250; number 44, H, carries -0.991; number 45, H, carries -0.454; number 46, H, carries 0.744; number 47, H, carries -0.062; number 48, H, carries 0.442; number 49, H, carries -0.195; number 50, H, carries 0.305; number 51, H, carries 0.281; number 52, C, carries -1.684; number 53, C, carries 1.375; number 54, C, carries -0.615; number 55, O, carries -0.357; number 56, C, carries -0.741; number 57, N, carries -0.652; number 58, H, carries 0.408; number 59, H, carries 0.292; number 60, H, carries 0.450; number 61, H, carries -0.388; number 62, H, carries 0.353; number 63, H, carries 0.293; number 64, H, carries 0.306; number 65, H, carries 0.243; number 66, H, carries 0.283; number 67, H, carries 0.284; number 68, H, carries 0.240; number 69, C, carries -1.697; number 70, C, carries 1.467; number 71, C, carries -0.988; number 72, O, carries -0.164; number 73, C, carries -0.949; number 74, N, carries -0.276; number 75, H, carries 0.303; number 76, H, carries 0.301; number 77, H, carries 0.459; number 78, H, carries -0.383; number 79, H, carries 0.272; number 80, H, carries 0.436; number 81, H, carries 0.271; number 82, H, carries 0.421; number 83, H, carries 0.281; number 84, H, carries -0.034; number 85, H, carries 0.270; number 86, C, carries -0.448; number 87, C, carries 0.508; number 88, O, carries -0.184; number 89, S, carries 0.936; number 90, O, carries -0.644; number 91, O, carries -0.371; number 92, O, carries -0.328; number 93, H, carries 0.266; number 94, H, carries 0.376; number 95, H, carries 0.314; number 96, H, carries -0.364; number 97, C, carries -0.439; number 98, C, carries 0.424; number 99, O, carries -0.282

---

Entry 2:
Below is the molecule C20H22N2O2S in a non-equilibrium geometry, with properties calculated with ωB97M-V with the def2-TZVPD basis set.

```
! RIJCOSX wB97M-V def2-TZVPD def2/J DEFGRID3
* xyz 0 1
C -1.496 -3.577 -0.161
C -0.317 -2.532 -0.103
O 0.743 -2.624 0.433
N -0.782 -1.373 -0.704
C -0.103 -0.325 -0.919
C 1.046 -0.040 -0.096
C 1.688 1.123 -0.118
C 1.197 2.307 -1.147
C -0.063 2.134 -1.730
C -0.645 0.862 -1.512
S -2.326 0.906 -2.289
C -3.484 0.784 -1.016
C -4.646 0.037 -1.246
C -5.558 0.287 -0.058
C -5.233 0.620 1.048
C -4.001 1.071 1.502
C -2.974 0.975 0.397
H -2.051 1.460 0.605
H -3.529 1.559 2.290
C -6.250 0.678 2.411
H -6.829 1.561 2.203
H -5.842 0.633 3.412
H -6.935 -0.071 2.235
H -6.643 -0.115 -0.102
H -4.951 0.047 -2.361
H -0.377 2.927 -2.219
H 1.754 3.040 -1.107
C 3.108 1.660 0.396
O 3.163 2.465 1.212
N 4.060 0.519 0.369
C 4.066 -0.455 -0.668
C 5.513 -0.776 -1.028
H 5.812 -1.718 -1.215
C 6.152 -0.533 0.425
H 7.193 -0.204 0.370
C 5.361 0.962 0.973
H 5.227 0.788 1.849
H 5.725 1.748 0.892
H 6.063 -1.209 1.143
H 5.757 0.088 -1.567
H 3.551 -0.433 -1.355
H 3.510 -1.391 0.102
H 1.410 -0.791 0.483
H -1.774 -1.462 -1.143
H -1.824 -3.730 -1.370
H -2.321 -3.290 0.184
H -1.146 -4.595 0.299
*
```

**Kohn-Sham gap**: 0.302 hartree
**SMILES string**: CC(=O)Nc1cc(C(=O)N2CCCC2)ccc1Sc1ccc(C)cc1
**ΔE to the lowest compared entry with this formula, charge and spin**: 384.84 kcal/mol

Mulliken atomic charges, in units of e: number 1, C, carries -1.321; number 2, C, carries 0.591; number 3, O, carries -0.560; number 4, N, carries -0.024; number 5, C, carries 0.733; number 6, C, carries -0.232; number 7, C, carries -0.195; number 8, C, carries -1.262; number 9, C, carries -1.204; number 10, C, carries 0.017; number 11, S, carries -0.322; number 12, C, carries 0.453; number 13, C, carries -0.705; number 14, C, carries 0.040; number 15, C, carries 0.591; number 16, C, carries -0.736; number 17, C, carries -0.342; number 18, H, carries 0.366; number 19, H, carries 0.406; number 20, C, carries -1.566; number 21, H, carries 0.380; number 22, H, carries 0.346; number 23, H, carries 0.444; number 24, H, carries 0.168; number 25, H, carries 0.296; number 26, H, carries 0.601; number 27, H, carries 0.769; number 28, C, carries 0.080; number 29, O, carries -0.503; number 30, N, carries 0.223; number 31, C, carries -1.103; number 32, C, carries -0.786; number 33, H, carries 0.437; number 34, C, carries -0.873; number 35, H, carries 0.362; number 36, C, carries -1.757; number 37, H, carries 0.706; number 38, H, carries 0.921; number 39, H, carries 0.498; number 40, H, carries 0.367; number 41, H, carries 0.965; number 42, H, carries 0.176; number 43, H, carries 1.178; number 44, H, carries 0.344; number 45, H, carries 0.283; number 46, H, carries 0.466; number 47, H, carries 0.283

---

Entry 3:
Below is C17H15N4O5PdSe as an isolated structure in a non-equilibrium geometry, with properties calculated with ωB97M-V with the def2-TZVPD basis set.

```
! RIJCOSX wB97M-V def2-TZVPD def2/J DEFGRID3
* xyz 1 1
Pd 0.142 -1.133 -0.824
O -1.918 3.093 -1.257
C -1.416 3.557 -0.109
C -1.952 4.744 0.394
C -1.475 5.266 1.574
C -0.457 4.629 2.297
C 0.074 3.461 1.819
C -0.391 2.898 0.610
C 0.144 1.656 0.121
O -0.213 1.136 -0.962
N 1.124 1.042 0.925
N 1.545 -0.036 0.352
C 2.703 -0.585 0.689
C 3.307 -1.583 -0.082
C 4.558 -2.112 0.360
C 5.310 -2.902 -0.446
C 4.859 -3.181 -1.760
C 3.673 -2.697 -2.234
C 2.837 -1.916 -1.407
O 1.712 -1.505 -1.916
H -1.421 2.294 -1.515
H -2.732 5.234 -0.171
H -1.896 6.190 1.948
H -0.096 5.057 3.221
H 0.859 2.952 2.359
H 3.238 -0.134 1.521
H 4.897 -1.857 1.357
H 6.252 -3.303 -0.102
H 5.468 -3.801 -2.406
H 3.326 -2.917 -3.233
Se 0.316 -3.390 -0.027
C -1.488 -3.731 0.041
N -2.629 -3.891 0.084
N -4.936 -1.567 -0.412
C -3.931 -1.117 0.538
C -2.623 -1.014 -0.210
O -1.535 -0.870 0.362
O -2.700 -1.115 -1.497
H -5.122 -2.558 -0.317
H -3.676 -1.314 -1.659
H -5.803 -1.055 -0.345
H -3.772 -1.792 1.379
H -4.166 -0.130 0.940
*
```

**Kohn-Sham gap (alpha / beta)**: 0.185 / 0.185 hartree
**ΔE to the lowest compared entry with this formula, charge and spin**: 21.28 kcal/mol

Mulliken atomic charges, in units of e: number 1, Pd, carries 0.401; number 2, O, carries -0.665; number 3, C, carries 0.313; number 4, C, carries -0.715; number 5, C, carries -0.274; number 6, C, carries -0.857; number 7, C, carries -0.249; number 8, C, carries 0.206; number 9, C, carries 1.322; number 10, O, carries -0.904; number 11, N, carries -0.717; number 12, N, carries 0.627; number 13, C, carries -0.444; number 14, C, carries 0.739; number 15, C, carries -0.801; number 16, C, carries -0.651; number 17, C, carries -0.352; number 18, C, carries -0.555; number 19, C, carries 0.886; number 20, O, carries -0.757; number 21, H, carries 0.377; number 22, H, carries 0.466; number 23, H, carries 0.398; number 24, H, carries 0.416; number 25, H, carries 0.460; number 26, H, carries 0.440; number 27, H, carries 0.394; number 28, H, carries 0.432; number 29, H, carries 0.405; number 30, H, carries 0.463; number 31, Se, carries 0.102; number 32, C, carries 0.312; number 33, N, carries -0.470; number 34, N, carries -0.602; number 35, C, carries -0.396; number 36, C, carries 0.645; number 37, O, carries -0.677; number 38, O, carries -0.454; number 39, H, carries 0.243; number 40, H, carries 0.523; number 41, H, carries 0.211; number 42, H, carries 0.305; number 43, H, carries 0.454

---

Entry 4:
Below is C7H28BrN14O7Y as an isolated structure in a non-equilibrium geometry, with properties calculated with ωB97M-V with the def2-TZVPD basis set.

```
! RIJCOSX wB97M-V def2-TZVPD def2/J DEFGRID3
* xyz 2 1
Y -0.509 0.204 0.463
Br -1.844 2.979 2.710
C 3.404 -2.204 0.319
O 2.343 -1.838 -0.106
N 4.544 -2.180 -0.271
N 3.486 -3.020 1.324
H 4.622 -1.535 -1.044
H 5.386 -2.656 0.024
H 4.367 -3.491 1.469
H 2.669 -3.613 1.305
C -0.855 -3.800 2.728
O -1.170 -2.938 1.958
N -0.893 -3.746 4.055
N -0.404 -4.935 2.390
H -1.294 -2.928 4.492
H -0.801 -4.563 4.642
H -0.449 -5.667 3.084
H -0.363 -5.366 1.477
C 2.225 0.309 4.592
O 1.599 0.221 3.529
N 2.936 -0.469 5.335
N 2.306 1.418 5.198
H 2.844 -1.460 5.163
H 3.371 -0.070 6.154
H 1.723 2.106 4.744
H 2.886 1.687 5.980
C -5.215 0.960 -0.599
O -4.109 0.585 -0.101
N -5.683 2.135 -0.446
N -6.102 0.010 -0.896
H -6.611 2.267 -0.820
H -5.134 2.794 0.088
H -5.925 -0.904 -0.504
H -7.049 0.297 -1.100
C 2.944 3.573 -0.373
O 2.289 2.571 -0.015
N 3.878 3.666 -1.262
N 2.825 4.683 0.181
H 4.040 4.612 -1.575
H 3.970 2.839 -1.835
H 2.117 4.867 0.877
H 3.425 5.457 -0.068
C -1.444 -2.282 -3.726
O -1.173 -1.661 -2.697
N -0.541 -2.733 -4.585
N -2.677 -2.656 -3.966
H 0.399 -2.412 -4.405
H -0.793 -3.028 -5.517
H -3.019 -2.893 -4.886
H -3.490 -2.454 -3.401
C -1.219 3.084 -3.360
O -1.108 2.486 -2.332
N -0.298 2.923 -4.330
N -2.058 4.028 -3.565
H -0.398 3.441 -5.191
H 0.587 2.486 -4.113
H -2.045 4.472 -4.473
H -2.509 4.344 -2.719
*
```

**Kohn-Sham gap**: 0.200 hartree
**ΔE to the lowest compared entry with this formula, charge and spin**: 398.19 kcal/mol

Mulliken atomic charges, in units of e: number 1, Y, carries 2.187; number 2, Br, carries -0.472; number 3, C, carries 0.696; number 4, O, carries -0.630; number 5, N, carries -0.392; number 6, N, carries -0.423; number 7, H, carries 0.218; number 8, H, carries 0.167; number 9, H, carries 0.199; number 10, H, carries 0.200; number 11, C, carries 0.638; number 12, O, carries -0.622; number 13, N, carries -0.401; number 14, N, carries -0.384; number 15, H, carries 0.222; number 16, H, carries 0.173; number 17, H, carries 0.174; number 18, H, carries 0.240; number 19, C, carries 0.629; number 20, O, carries -0.589; number 21, N, carries -0.334; number 22, N, carries -0.415; number 23, H, carries 0.227; number 24, H, carries 0.168; number 25, H, carries 0.207; number 26, H, carries 0.158; number 27, C, carries 0.689; number 28, O, carries -0.613; number 29, N, carries -0.381; number 30, N, carries -0.431; number 31, H, carries 0.171; number 32, H, carries 0.243; number 33, H, carries 0.233; number 34, H, carries 0.166; number 35, C, carries 0.582; number 36, O, carries -0.623; number 37, N, carries -0.398; number 38, N, carries -0.340; number 39, H, carries 0.201; number 40, H, carries 0.235; number 41, H, carries 0.227; number 42, H, carries 0.143; number 43, C, carries 0.518; number 44, O, carries -0.600; number 45, N, carries -0.380; number 46, N, carries -0.361; number 47, H, carries 0.230; number 48, H, carries 0.210; number 49, H, carries 0.199; number 50, H, carries 0.210; number 51, C, carries 0.673; number 52, O, carries -0.604; number 53, N, carries -0.407; number 54, N, carries -0.399; number 55, H, carries 0.154; number 56, H, carries 0.199; number 57, H, carries 0.174; number 58, H, carries 0.238